# C34H39N5O3P2SSr

A molecular structure, C34H39N5O3P2SSr in a non-equilibrium geometry (wB97M-V/def2-TZVPD, OMol25).

XYZ file:
```
85
Properties=species:S:1:pos:R:3:forces:R:3:lowdin_charge:R:1
Sr -0.348 -1.743 0.610 0.7 -0.9 2.9 1.1433
C -0.735 4.131 3.325 0.4 0.8 1.0 -0.1301
C -1.301 3.102 2.695 -0.9 -0.3 -0.5 -0.1429
C -1.004 2.838 1.240 1.4 -1.4 0.3 -0.1773
C 0.372 2.168 0.904 -0.9 -0.5 -0.3 -0.1958
C 1.541 3.022 0.518 0.7 1.2 -0.1 -0.1015
C 1.921 4.224 1.007 -0.4 -0.2 -0.2 -0.0867
C 1.131 5.034 2.018 0.8 0.6 -0.2 -0.1950
C 0.755 4.190 3.245 -0.2 0.7 -1.4 -0.1880
C 1.633 -3.210 1.746 -0.8 0.3 -0.8 -0.3258
H -1.305 4.995 3.688 0.1 -0.9 1.6 0.1141
H -1.938 2.393 3.208 -1.6 0.8 -0.4 0.1029
H -1.115 3.766 0.651 0.0 -0.3 0.3 0.1203
H -1.802 2.140 0.939 0.3 0.2 0.0 0.0843
H 0.635 1.512 1.753 0.0 0.2 -0.3 0.0849
H 0.159 1.507 0.032 0.3 0.1 0.2 0.0677
H 2.121 2.605 -0.305 0.3 0.0 0.3 0.0889
H 2.853 4.703 0.688 -0.3 -0.4 -0.3 0.0978
H 0.237 5.467 1.528 0.3 -0.4 0.2 0.1126
H 1.675 5.930 2.361 0.2 -0.4 -0.4 0.1042
H 1.073 3.152 3.096 0.2 0.6 0.3 0.0760
H 1.254 4.575 4.147 -0.5 -0.1 -0.1 0.1242
H 0.876 -3.529 2.495 0.6 -0.1 -0.1 -0.0806
H 2.379 -2.548 2.218 -0.3 -0.3 -0.1 -0.0789
H 2.133 -4.084 1.302 -0.1 0.1 0.3 -0.0957
P 1.581 -1.608 -1.589 2.6 -0.2 -4.1 1.0495
P -2.273 -0.815 -1.505 -1.7 2.5 -3.4 1.0356
N 2.770 -0.399 -2.038 0.2 0.3 0.6 -0.2675
N 2.206 -2.838 -2.816 -0.7 -0.3 0.7 -0.2175
N -2.127 0.702 -2.461 0.6 0.0 0.4 -0.2656
N -3.741 -1.269 -2.391 -0.3 -0.9 -0.1 -0.2589
C 0.273 -0.962 -2.698 0.0 0.2 0.0 -0.4154
C -1.063 -1.709 -2.553 0.3 -0.7 -0.4 -0.4261
C 3.940 -0.190 -1.295 0.1 0.7 -0.8 -0.1224
C 4.754 0.689 -1.995 -0.6 -0.7 0.3 -0.0840
C 4.096 1.011 -3.226 -1.1 -0.9 0.5 -0.0726
C 2.883 0.336 -3.227 0.9 0.5 0.4 -0.1633
C 2.456 -4.188 -2.569 0.5 0.0 -0.7 -0.1396
C 3.083 -4.749 -3.678 -0.4 0.7 0.6 -0.0949
C 3.203 -3.716 -4.662 -0.7 0.7 1.0 -0.0829
C 2.625 -2.573 -4.124 0.3 -0.8 0.0 -0.1490
C -1.765 1.956 -1.956 -0.1 0.1 -0.6 -0.1375
C -1.445 2.800 -3.001 -0.2 -0.5 0.5 -0.0670
C -1.607 2.056 -4.208 -0.2 -0.9 0.5 -0.0688
C -1.984 0.774 -3.858 0.2 0.7 0.2 -0.1690
C -4.537 -0.496 -3.252 -0.3 -0.8 -0.2 -0.1414
C -5.248 -1.338 -4.094 0.9 0.2 1.1 -0.0775
C -4.909 -2.685 -3.735 0.7 0.5 0.7 -0.0814
C -3.986 -2.617 -2.703 -0.7 0.6 -0.6 -0.1576
H 0.623 -1.053 -3.739 -0.3 0.0 0.5 0.0754
H 0.173 0.113 -2.494 -0.1 -0.2 0.0 0.0715
H -1.507 -1.800 -3.553 -0.1 -0.2 0.4 0.0860
H -0.946 -2.747 -2.186 0.1 0.2 -0.2 0.0766
H 4.062 -0.687 -0.342 0.0 0.1 -0.1 0.1109
H 5.718 1.056 -1.672 -0.1 -0.1 0.0 0.0948
H 4.462 1.634 -4.030 -0.1 0.0 0.2 0.0964
H 2.127 0.304 -3.998 0.1 0.2 0.2 0.0931
H 2.151 -4.627 -1.631 0.2 0.0 0.0 0.0973
H 3.436 -5.766 -3.779 -0.1 0.1 0.1 0.0912
H 3.673 -3.776 -5.633 -0.1 0.0 0.1 0.0930
H 2.484 -1.608 -4.580 0.2 -0.2 0.1 0.0780
H -1.837 2.151 -0.903 0.1 0.0 -0.1 0.0615
H -1.126 3.832 -2.919 -0.2 -0.2 0.1 0.1022
H -1.489 2.417 -5.222 0.1 -0.1 0.2 0.1014
H -2.160 -0.074 -4.503 -0.1 0.1 0.1 0.1141
H -4.564 0.579 -3.189 0.1 -0.1 0.0 0.1101
H -5.908 -1.016 -4.883 -0.1 0.0 0.1 0.0955
H -5.304 -3.584 -4.175 0.1 -0.1 0.0 0.0932
H -3.468 -3.396 -2.168 -0.1 -0.1 0.0 0.1017
O 0.421 1.254 4.015 0.3 0.2 -0.6 -0.2951
S 0.600 -0.171 4.096 -0.5 -0.9 0.3 0.6176
O 1.937 -0.695 4.168 -0.3 0.3 -0.2 -0.2726
N -0.311 -1.016 3.040 -0.4 0.2 -0.4 -0.2302
C -1.306 -1.789 3.604 1.2 0.5 -2.2 -0.4957
O -1.954 -2.544 2.834 0.2 0.8 1.3 -0.0726
C -1.358 -1.537 5.072 -0.3 -0.3 1.5 -0.1156
C -2.171 -2.021 6.100 0.0 -0.1 0.0 0.0038
C -1.902 -1.670 7.436 -0.1 0.2 -0.2 -0.0627
C -0.880 -0.770 7.762 0.0 0.1 -0.5 -0.0584
C -0.130 -0.195 6.735 -0.3 -0.5 0.2 -0.0274
C -0.365 -0.650 5.452 0.3 0.0 0.6 -0.2397
H -3.001 -2.673 5.864 0.0 -0.1 0.1 0.1164
H -2.532 -2.052 8.244 0.2 0.0 -0.4 0.1069
H -0.646 -0.508 8.789 -0.3 -0.1 -0.1 0.1077
H 0.613 0.574 6.913 0.1 -0.2 0.0 0.1250
```
Forces are in eV/Å.

Values from the calculation:
HOMO-LUMO gap	5.4	eV
E_HOMO	-6.436	eV



# C26H34CuN5Si2Te

A molecular structure, C26H34CuN5Si2Te in a non-equilibrium geometry (wB97M-V/def2-TZVPD, OMol25).

XYZ file:
```
69
Properties=species:S:1:pos:R:3:forces:R:3:nbo_charge:R:1
Cu 0.034 -2.482 -0.966 0.0 -0.1 -0.8 0.8443
C 3.979 -2.338 -2.481 0.1 -0.1 0.1 -0.2874
C 4.765 -2.094 -1.355 -0.2 0.0 -0.1 -0.1602
C 4.170 -2.113 -0.119 -0.1 0.0 -0.2 -0.2298
C 2.789 -2.372 0.015 0.4 -0.1 -1.0 0.3845
N 2.042 -2.607 -1.099 -0.4 0.2 0.4 -0.5776
C 2.640 -2.589 -2.295 0.3 -0.1 -0.3 0.0530
N 2.349 -2.364 1.295 -0.6 0.1 1.3 -0.5442
C 1.117 -2.440 1.698 0.4 0.0 -0.5 0.4651
N 0.013 -2.564 0.934 0.0 -0.1 0.1 -0.7854
C -1.108 -2.504 1.676 -0.5 0.0 -0.4 0.4830
N -2.341 -2.464 1.262 0.6 -0.2 1.3 -0.5497
C -2.759 -2.337 -0.017 -0.4 0.1 -1.1 0.3816
C -4.157 -2.180 -0.159 0.0 0.1 -0.1 -0.2332
C -4.709 -1.874 -1.376 0.2 -0.1 -0.1 -0.1605
C -3.870 -1.777 -2.486 0.0 0.0 0.0 -0.2860
C -2.527 -2.014 -2.308 -0.3 0.1 -0.2 0.0551
N -1.968 -2.280 -1.123 0.3 -0.3 0.3 -0.5762
C -0.715 -2.408 3.090 0.6 0.1 0.6 -0.1032
C -1.444 -2.325 4.258 0.0 0.0 -0.2 -0.1689
C -0.745 -2.170 5.448 0.0 0.0 0.1 -0.2058
C 0.641 -2.103 5.463 0.0 0.0 0.1 -0.2030
C 1.381 -2.189 4.289 0.0 0.0 -0.2 -0.1980
C 0.689 -2.335 3.103 -0.6 -0.2 0.6 -0.0182
H 4.405 -2.339 -3.471 0.0 0.0 -0.1 0.2241
H 5.822 -1.892 -1.457 0.0 0.0 0.0 0.2183
H 4.728 -1.925 0.782 0.0 0.0 0.1 0.2308
H 2.000 -2.798 -3.142 0.0 0.0 0.0 0.2004
H -4.760 -2.277 0.730 0.0 0.0 0.1 0.2314
H -5.771 -1.701 -1.478 -0.1 0.0 0.0 0.2184
H -4.254 -1.524 -3.462 0.0 0.0 -0.1 0.2216
H -1.840 -1.965 -3.141 0.0 0.0 -0.1 0.1981
H -2.520 -2.372 4.240 -0.2 0.0 0.0 0.2294
H -1.285 -2.091 6.379 -0.1 0.0 0.1 0.2141
H 1.152 -1.979 6.406 0.1 0.0 0.1 0.2138
H 2.458 -2.139 4.306 0.1 0.0 -0.1 0.2282
C 1.613 3.827 -4.271 0.0 -0.5 0.5 -1.0985
Si 1.761 2.455 -2.952 0.2 0.0 0.0 1.6124
C 2.847 3.069 -1.508 -0.4 -0.3 -0.5 -1.1065
C 2.526 0.897 -3.751 -0.3 0.6 0.3 -1.1061
C 0.020 2.060 -2.297 0.7 -0.3 0.1 -1.1256
Te 0.068 0.583 -0.689 0.0 0.8 0.0 0.4241
C 0.010 2.038 0.935 -0.6 -0.3 -0.1 -1.1162
Si -1.768 2.364 1.532 -0.3 0.0 0.0 1.6125
C -2.835 2.918 0.049 0.4 -0.2 0.5 -1.1070
C -1.738 3.715 2.881 0.0 -0.4 -0.5 -1.0982
C -2.522 0.785 2.279 0.4 0.6 -0.4 -1.1098
H 2.585 4.105 -4.666 0.2 0.0 -0.1 0.2343
H 1.158 4.716 -3.848 -0.1 0.2 0.1 0.2324
H 0.999 3.507 -5.107 -0.1 -0.1 -0.2 0.2326
H 3.865 3.272 -1.827 0.2 0.0 -0.1 0.2363
H 2.891 2.328 -0.711 0.0 -0.1 0.0 0.2442
H 2.450 3.986 -1.084 -0.1 0.2 0.1 0.2304
H 3.435 1.144 -4.293 0.2 0.1 -0.1 0.2349
H 1.837 0.443 -4.459 -0.2 0.0 -0.1 0.2298
H 2.776 0.149 -3.006 0.0 -0.1 0.2 0.2440
H -0.614 1.649 -3.078 -0.1 -0.1 -0.1 0.2399
H -0.480 2.939 -1.908 -0.1 0.2 0.2 0.2414
H 0.505 2.935 0.578 0.1 0.1 -0.1 0.2399
H 0.618 1.621 1.733 0.1 -0.1 0.1 0.2455
H -2.467 3.837 -0.397 0.1 0.2 -0.1 0.2279
H -3.865 3.090 0.346 -0.2 0.0 0.1 0.2361
H -2.840 2.152 -0.724 0.0 -0.1 -0.1 0.2413
H -1.315 4.646 2.517 0.1 0.2 -0.1 0.2313
H -1.146 3.397 3.734 0.1 -0.1 0.1 0.2343
H -2.740 3.927 3.242 -0.2 0.0 0.0 0.2345
H -2.667 0.012 1.531 0.0 -0.1 -0.2 0.2482
H -3.489 0.989 2.728 -0.2 0.1 0.1 0.2353
H -1.883 0.367 3.052 0.2 -0.1 0.2 0.2360
```
Forces are in eV/Å.

Values from the calculation:
HOMO-LUMO gap	6.8	eV
E_HOMO	-7.418	eV



# C48H60AsHgN4O3SSi

A molecular structure, C48H60AsHgN4O3SSi (wB97M-V/def2-TZVPD, OMol25).

XYZ file:
```
119
Properties=species:S:1:pos:R:3:forces:R:3:mulliken_spin:R:1
Hg 0.284 -0.510 -1.961 0.4 0.6 0.5 0.3912
C 0.536 1.203 -5.361 -0.1 0.1 -0.1 0.0412
N -0.685 0.986 -4.581 0.3 -0.1 0.1 -0.0881
C -1.478 -0.069 -5.194 -0.1 0.1 0.1 0.0293
C -2.575 -0.652 -4.324 -0.1 0.0 0.0 0.0080
C -3.407 -1.648 -4.835 0.0 0.0 0.0 0.0048
C -4.414 -2.158 -4.035 0.0 0.1 -0.1 0.0018
C -4.568 -1.663 -2.748 -0.1 0.2 -0.1 -0.0004
C -3.701 -0.670 -2.330 -0.3 0.1 -0.1 -0.0006
N -2.727 -0.184 -3.095 0.2 0.1 -0.1 0.0050
C -1.440 2.213 -4.338 0.1 -0.1 0.2 0.0234
C -1.705 2.595 -2.887 -0.1 0.1 0.0 -0.0237
C -2.586 3.649 -2.647 0.0 0.0 0.1 0.0011
C -2.855 4.025 -1.343 0.0 0.0 0.0 -0.0009
C -2.229 3.353 -0.304 0.0 0.0 0.0 -0.0122
C -1.358 2.328 -0.637 0.0 0.1 0.1 -0.0130
N -1.113 1.960 -1.888 0.3 -0.3 -0.2 0.0510
C 1.687 1.889 -4.653 -0.1 0.0 0.1 -0.0032
C 2.991 1.692 -5.095 0.1 0.0 0.0 0.0040
C 4.022 2.358 -4.452 0.0 0.0 -0.1 -0.0029
C 3.721 3.203 -3.399 0.0 0.0 0.1 0.0038
C 2.393 3.329 -3.027 0.1 0.1 0.1 -0.0040
N 1.400 2.704 -3.647 -0.3 0.0 0.0 -0.0026
H 0.320 1.799 -6.266 0.0 -0.1 -0.1 -0.0020
H 0.891 0.228 -5.701 0.0 0.1 0.0 0.0014
H -0.807 -0.890 -5.461 0.0 0.0 0.0 0.0168
H -1.954 0.279 -6.129 0.1 -0.1 0.0 -0.0004
H -3.265 -2.013 -5.845 0.0 0.0 0.0 -0.0005
H -5.080 -2.922 -4.415 0.0 0.0 0.0 -0.0003
H -5.344 -2.032 -2.090 0.0 0.0 0.0 0.0007
H -3.794 -0.215 -1.349 0.0 -0.1 -0.1 -0.0016
H -2.424 2.152 -4.819 0.0 0.0 -0.1 -0.0002
H -0.906 3.050 -4.798 -0.1 0.0 0.1 -0.0011
H -3.061 4.167 -3.472 0.0 0.0 0.0 0.0001
H -3.543 4.835 -1.137 0.0 0.0 0.0 0.0002
H -2.409 3.617 0.730 0.0 0.0 0.0 -0.0002
H -0.814 1.774 0.125 0.0 0.0 0.0 0.0166
H 3.198 1.024 -5.922 0.0 0.0 0.0 0.0000
H 5.047 2.215 -4.769 0.0 0.0 0.0 0.0000
H 4.500 3.732 -2.867 0.0 0.0 0.0 -0.0001
H 2.100 3.958 -2.193 0.1 0.0 0.0 -0.0005
C -0.186 -3.743 4.173 0.0 0.0 0.0 0.0005
C -0.188 -2.386 3.888 0.0 0.0 0.0 -0.0015
C -0.824 -1.919 2.750 -0.1 0.1 -0.2 -0.0143
C -1.506 -2.785 1.899 0.2 0.0 0.0 0.0084
C -1.493 -4.145 2.191 -0.1 0.0 -0.1 0.0010
C -0.838 -4.620 3.319 0.0 0.0 0.1 0.0001
As -2.206 -1.953 0.264 -0.1 -0.2 0.2 -0.0069
C -2.883 -3.515 -0.686 0.1 -0.1 0.0 -0.0057
C -3.719 -4.490 -0.144 0.0 0.0 0.0 -0.0034
C -4.077 -5.608 -0.883 -0.1 0.0 0.0 -0.0004
C -3.610 -5.765 -2.181 0.0 0.1 0.0 0.0008
C -2.788 -4.797 -2.737 0.1 -0.1 0.0 0.0165
C -2.428 -3.685 -1.992 0.2 0.0 0.2 -0.0427
C -3.867 -1.119 0.926 0.0 0.1 0.0 0.0089
C -3.744 0.233 1.244 0.2 -0.1 0.0 -0.0064
C -4.842 0.998 1.599 -0.1 0.0 0.1 -0.0001
C -6.099 0.413 1.648 0.0 0.0 0.0 0.0003
C -6.240 -0.928 1.326 -0.1 0.0 0.0 -0.0002
C -5.136 -1.686 0.960 0.0 -0.1 0.0 -0.0050
H 0.346 -4.120 5.037 0.0 0.0 0.0 0.0000
H 0.339 -1.690 4.531 0.0 0.0 0.0 0.0000
H -0.740 -0.874 2.479 0.0 0.0 0.1 0.0063
H -1.967 -4.852 1.525 0.0 0.0 0.0 0.0001
H -0.829 -5.683 3.526 0.0 0.0 0.0 0.0000
H -4.082 -4.396 0.872 0.0 0.0 0.0 -0.0005
H -4.710 -6.366 -0.440 0.0 0.0 0.0 0.0001
H -3.890 -6.638 -2.756 0.0 0.0 0.0 0.0000
H -2.417 -4.913 -3.748 0.0 0.0 0.0 0.0008
H -1.776 -2.929 -2.419 0.0 0.0 -0.1 0.0532
H -2.763 0.685 1.179 0.0 0.1 0.0 0.0004
H -4.722 2.050 1.826 0.0 0.0 0.0 0.0000
H -6.963 1.001 1.930 0.0 0.0 0.0 0.0000
H -7.222 -1.385 1.350 0.0 0.0 0.0 0.0000
H -5.285 -2.720 0.682 0.0 0.0 0.0 0.0004
C 4.115 -2.447 3.521 -0.1 0.1 -0.1 0.0000
C 3.859 -1.783 2.169 0.1 -0.3 -0.1 0.0018
C 5.104 -1.885 1.287 -0.1 0.1 0.1 0.0043
C 2.686 -2.463 1.467 0.1 0.2 0.0 -0.0062
O 3.588 -0.403 2.434 0.0 -0.1 0.3 -0.0004
Si 2.720 0.789 1.733 -0.1 -0.2 -0.6 -0.0084
S 2.645 0.608 -0.373 -0.5 -0.1 -0.5 0.4672
O 3.493 2.173 2.105 0.0 0.2 0.1 0.0707
C 4.838 2.637 2.071 0.3 0.2 0.0 -0.0050
C 5.394 2.539 3.492 -0.1 -0.1 -0.1 0.0053
C 4.784 4.093 1.613 -0.1 -0.2 0.0 -0.0018
C 5.691 1.824 1.102 -0.2 -0.1 0.1 0.0398
O 1.210 0.915 2.364 -0.3 0.1 0.2 0.0013
C 0.686 1.856 3.318 0.0 0.3 0.2 0.0023
C 0.742 3.275 2.740 0.1 -0.2 -0.1 -0.0023
C -0.781 1.518 3.575 0.2 -0.1 0.0 0.0024
C 1.469 1.758 4.627 0.0 -0.1 -0.2 0.0000
H 4.537 -3.443 3.377 0.0 0.0 0.0 -0.0002
H 3.180 -2.548 4.074 0.0 0.1 0.1 0.0004
H 4.812 -1.848 4.107 0.0 0.0 0.0 0.0001
H 5.259 -2.923 0.988 0.0 0.0 0.0 -0.0001
H 5.993 -1.544 1.821 0.0 0.0 0.0 0.0004
H 4.966 -1.283 0.388 0.0 0.0 0.0 -0.0008
H 2.878 -3.532 1.363 0.0 0.0 0.0 -0.0019
H 2.539 -2.032 0.478 0.0 0.0 0.0 -0.0042
H 1.777 -2.321 2.045 -0.1 0.0 0.1 0.0061
H 4.856 3.223 4.150 0.0 0.0 0.0 0.0003
H 6.456 2.783 3.511 0.0 0.0 0.0 0.0002
H 5.253 1.522 3.861 0.1 0.0 0.0 -0.0017
H 4.095 4.659 2.242 0.0 0.0 0.0 -0.0002
H 4.426 4.143 0.584 0.0 0.0 0.0 -0.0003
H 5.773 4.549 1.671 0.0 0.0 0.0 0.0004
H 5.750 0.789 1.435 0.1 0.0 0.0 -0.0145
H 6.699 2.235 1.042 0.0 0.0 0.0 0.0001
H 5.238 1.841 0.109 0.0 0.0 0.0 -0.0073
H 0.277 3.277 1.752 0.0 0.1 0.0 0.0006
H 1.770 3.599 2.626 0.1 0.1 0.0 -0.0008
H 0.207 3.970 3.389 0.0 0.0 0.0 -0.0001
H -1.329 1.481 2.634 0.0 0.0 0.0 0.0002
H -1.224 2.289 4.206 0.0 0.0 0.0 -0.0001
H -0.896 0.563 4.088 0.0 0.0 0.0 0.0001
H 2.524 1.951 4.441 0.0 0.1 0.1 -0.0003
H 1.366 0.755 5.044 0.0 0.0 0.0 0.0003
H 1.087 2.478 5.353 0.0 0.0 0.0 -0.0002
```
Forces are in eV/Å.

Values from the calculation:
HOMO-LUMO gap (alpha / beta)	7.7 / 5.8	eV
E_HOMO (alpha / beta)	-7.149 / -7.440	eV
multiplicity	2



| no. | energy (eV) |
| --- | --- |
| 1 | -79725.85979 |
| 2 | -102655.57923 |
| 3 | -146583.24718 |